100
Properties=species:S:1:pos:R:3:forces:R:3:lowdin_charge:R:1 method="wB97M-V/def2-TZVPD" spin_multiplicity=1 homo_energy_ev=-4.79 energy_ev=-124909.7223 homo_lumo_gap_ha=0.1086
C -1.20190 -2.54486 4.91533 -0.108 0.037 -0.913 -0.0472
C -1.72977 -2.54190 3.47159 0.860 -0.156 -0.066 -0.1937
N -2.47219 -1.26909 3.15345 1.845 -0.418 0.018 0.1387
C -2.56360 -1.02163 1.85294 -0.210 -1.941 -0.766 -0.2324
N -2.58614 0.16495 1.30606 -1.302 0.425 0.870 0.0324
C -2.55201 1.37858 2.11991 0.133 0.802 -0.348 -0.5778
Cl -0.92293 1.62946 2.85960 -0.370 -0.280 -0.317 0.7224
C -3.72650 1.59842 3.13081 -0.468 0.359 0.130 -0.6538
C -5.02667 0.81527 2.85077 0.174 -0.471 0.901 -0.0955
Cl -3.24828 1.44079 4.87488 -0.202 -0.144 -0.496 0.6110
C -2.61470 0.18670 -0.18312 2.220 0.678 -1.148 -0.2482
C -3.83097 0.74716 -0.91495 -1.674 -1.279 0.496 -0.1428
C -5.12557 -0.09693 -0.96537 -0.265 0.187 -0.218 -0.0539
C -1.37861 1.09719 -0.63192 -0.491 1.291 0.088 -0.0873
C -1.72866 2.54569 -1.08764 0.000 -0.260 -0.595 -0.1523
C -0.50668 3.49071 -1.16742 -0.986 0.925 -0.209 -0.1979
F 0.49055 3.19448 -0.26758 -0.027 -0.307 -0.195 -0.0302
C -2.15033 -1.31158 -0.39064 1.783 0.154 1.720 -0.2753
O -0.76693 -1.16705 0.09679 -0.284 0.410 -0.923 -0.1237
N -0.06785 -2.38008 0.11599 0.581 -0.710 0.287 -0.0007
O 0.91231 -2.25519 0.72441 -0.122 -0.115 -0.184 0.1557
S -2.18544 -2.05533 -2.06706 -4.310 -2.217 -1.226 0.8293
O -3.00660 -1.34760 -3.00582 1.278 2.096 0.199 -0.2303
O -2.79719 -3.34603 -1.89714 1.474 -0.758 1.300 -0.2412
C -0.57820 -2.43533 -2.89866 1.711 -0.175 -0.597 -0.4853
F -0.92674 -2.84562 -4.11552 -0.950 0.593 -0.411 0.1658
F 0.01111 -3.50292 -2.37286 -0.102 0.082 1.136 0.1501
C 0.50934 -1.34549 -3.09708 1.293 0.061 -1.010 -0.3617
F 1.55069 -2.01296 -3.64112 -0.122 -0.305 -0.202 0.1716
F 0.99310 -0.83300 -1.96398 -0.781 0.174 0.476 0.1587
C 0.24149 -0.20365 -4.12216 0.450 1.130 -0.289 -0.3374
F -0.95473 0.40671 -3.97232 -0.128 -0.246 0.630 0.1411
F 0.28722 -0.64680 -5.37862 -0.055 -0.729 0.039 0.1798
C 1.32543 0.95104 -4.07204 -0.632 0.296 -1.282 -0.5607
F 2.55038 0.52008 -4.23653 0.149 -0.364 0.615 0.2138
F 1.04976 1.71424 -5.14416 -0.232 0.129 -0.138 0.1694
F 1.18174 1.73376 -3.02207 0.173 -0.218 0.680 0.1815
C -2.72118 -2.15373 0.79598 -2.146 1.899 0.161 0.0129
B -4.30746 -2.51028 0.90586 -1.735 -0.381 -0.328 -0.5297
O -5.07746 -2.91809 -0.18719 1.288 -0.163 0.358 0.1140
N -5.02212 -2.47259 2.20106 -0.468 -0.834 -1.050 -0.1015
C -4.94255 -3.82462 2.85988 1.497 1.033 1.082 -0.0439
C -6.47295 -2.22370 1.98938 -0.296 0.112 1.116 -0.0888
H -0.58858 -3.44813 5.02405 -0.325 0.154 0.216 0.0913
H -2.01292 -2.50117 5.64810 0.312 -0.001 -0.012 0.0852
H -0.50303 -1.69989 5.00176 -0.343 -0.110 0.333 0.0892
H -0.83538 -2.53220 2.82607 -0.236 -0.165 0.195 0.1127
H -2.28477 -3.44173 3.19259 -0.256 0.382 0.334 0.1019
H -1.91320 -0.54969 3.62172 -0.789 0.415 0.251 0.0712
H -2.62769 2.20811 1.40903 -0.023 -0.337 0.088 0.1010
H -3.99657 2.65749 3.05735 0.481 -0.189 -0.023 0.0972
H -5.15141 0.09458 3.67092 -0.025 0.059 -0.367 0.0682
H -5.01597 0.22296 1.93479 0.020 0.396 0.017 0.0396
H -5.89772 1.47713 2.89440 0.261 -0.073 -0.241 0.0939
H -3.57227 0.89606 -1.96790 0.286 0.232 0.407 0.1208
H -4.14146 1.68992 -0.44394 0.531 -0.050 -0.240 0.1247
H -5.04523 -1.03145 -1.52780 0.206 0.247 0.185 0.0710
H -5.57577 -0.31841 0.01155 0.260 0.098 -0.153 0.0441
H -5.86879 0.51380 -1.50191 0.153 -0.191 0.202 0.0998
H -0.67288 1.23585 0.19425 0.045 -0.618 -0.383 0.0942
H -0.88516 0.65500 -1.50431 0.030 -0.105 0.492 0.1052
H -2.12058 2.47060 -2.11454 0.001 0.258 0.311 0.1152
H -2.51532 3.05335 -0.51398 0.226 -0.341 0.160 0.0973
H -0.15110 3.57582 -2.20237 0.475 -0.440 0.451 0.1116
H -0.86794 4.50234 -0.91655 0.160 -0.255 -0.027 0.1217
H -2.27356 -3.13509 0.98405 0.601 0.524 -0.085 0.1554
H -5.11845 -3.88817 -0.16625 -0.314 0.211 -0.372 0.1368
H -4.31717 -3.69418 3.76067 -0.262 -0.323 -0.187 0.0780
H -5.92166 -4.14281 3.22305 0.150 -0.131 -0.433 0.0931
H -4.42751 -4.57825 2.24227 -0.526 -0.059 0.077 0.0968
H -6.89748 -2.01971 2.98980 0.117 0.019 -0.323 0.0994
H -7.01181 -3.11264 1.62786 0.170 0.398 -0.336 0.0946
H -6.68531 -1.33807 1.38467 0.139 -0.347 -0.096 0.0734
C 3.41404 0.79453 -0.50569 -0.453 -0.034 -0.288 -0.2015
Si 5.08924 1.42169 -1.09970 1.456 -0.301 1.595 0.1890
C 4.85520 3.24213 -1.55726 -0.525 -0.035 -0.484 -0.1972
C 5.49462 0.45340 -2.67293 -0.471 0.134 -0.366 -0.1895
N 6.22347 1.18806 0.12467 0.166 0.388 -0.853 -0.2442
Si 7.85708 1.61079 -0.01898 -1.646 -0.598 0.582 0.2004
C 8.12731 3.46277 -0.28817 0.559 0.053 -0.052 -0.2071
C 8.75039 0.68125 -1.40222 0.533 0.203 0.021 -0.2073
C 8.72611 1.15746 1.59974 0.398 0.171 -0.204 -0.2161
H 2.66844 0.93782 -1.29429 -0.115 -0.024 0.128 -0.0248
H 3.46765 -0.27198 -0.26857 0.060 0.003 0.019 0.0149
H 3.08035 1.33218 0.38536 0.059 0.020 0.004 0.0172
H 3.95637 3.37444 -2.17657 0.012 0.114 -0.017 0.0001
H 5.70129 3.62437 -2.13078 0.039 0.015 0.048 0.0051
H 4.73562 3.85262 -0.66035 0.061 -0.047 0.032 0.0196
H 5.74517 -0.58219 -2.43422 0.061 0.038 0.072 0.0234
H 6.33042 0.89966 -3.21448 0.057 -0.034 0.045 0.0087
H 4.63901 0.44268 -3.35360 0.090 -0.062 -0.109 -0.0159
H 7.85266 3.76776 -1.30028 -0.055 0.018 0.010 0.0014
H 9.18387 3.72225 -0.14673 -0.017 0.084 -0.019 0.0105
H 7.54033 4.04618 0.42387 -0.054 -0.043 -0.014 0.0173
H 8.52527 -0.38614 -1.35806 -0.070 0.020 0.007 0.0174
H 9.83701 0.80006 -1.30605 0.004 -0.045 -0.075 0.0107
H 8.46975 1.05791 -2.38808 -0.038 -0.042 -0.016 0.0013
H 8.64074 0.08607 1.79409 -0.054 0.009 0.001 0.0098
H 8.28369 1.70111 2.43741 -0.045 -0.027 -0.012 0.0097
H 9.79136 1.41246 1.55081 0.021 -0.042 0.117 0.0073